Entry 1:
DFT (the ωB97M-V functional and the def2-TZVPD basis) results for a structure of composition C30H25Br2GaN2O5PSSbSe4 in a non-equilibrium geometry.

Values from the calculation:
Total charge: 0
LUMO level (spin up / spin down) (eV): -1.304 / -1.304
Relative energy (zero: lowest compared OMol25 entry of this formula, charge and spin) (kcal/mol): 0.0
Orbital gap (spin up / spin down) (eV): 2.8 / 2.7

Geometry (Å):
Ga  -13.16316  7.62726  6.80036
O  -14.47506  11.03353  8.43025
S  -14.57276  9.97465  7.43105
O  -13.12045  9.55180  6.92956
O  -15.31402  8.78510  7.91950
C  -15.35464  10.57175  5.87602
C  -16.00035  11.76490  6.14998
C  -16.73974  12.34088  5.12621
C  -16.73802  11.75397  3.87389
C  -16.40622  10.40608  3.74113
C  -15.57232  9.87220  4.62907
P  -15.52168  8.07219  4.31945
C  -17.07693  7.52958  3.45641
C  -16.90396  6.52594  2.52027
C  -18.04852  6.04191  1.82055
C  -19.25141  6.67391  1.86683
C  -19.43078  7.61898  2.87627
C  -18.41353  7.98702  3.73374
C  -13.94461  7.63342  3.46269
C  -13.47886  6.29838  3.41367
C  -12.42389  6.00922  2.53967
C  -11.96183  7.01150  1.68019
C  -12.44485  8.33331  1.70382
C  -13.31448  8.67242  2.72567
H  -15.98921  12.12122  7.18149
H  -17.30075  13.19045  5.38046
H  -17.33545  12.32080  3.11479
H  -16.83160  9.83853  2.89785
H  -15.91250  6.15330  2.27850
H  -17.87740  5.15395  1.19777
H  -20.03586  6.40114  1.15443
H  -20.39002  8.11102  3.06582
H  -18.59136  8.80815  4.46048
H  -13.95708  5.45829  3.93858
H  -12.06441  5.02086  2.46201
H  -11.24010  6.70275  0.91567
H  -11.94382  9.04147  1.09543
H  -13.62771  9.73981  2.96046
C  -9.47819  7.28001  5.46865
C  -10.85203  7.44981  6.04033
O  -10.93418  7.50843  7.34999
O  -11.87189  7.66134  5.30492
H  -8.90857  7.39452  6.36834
H  -9.19875  8.00263  4.65221
H  -9.43114  6.28783  4.99801
Br  -15.63259  4.34653  12.21785
C  -17.53058  4.15800  11.98780
C  -18.14566  2.94093  12.40552
C  -19.45213  2.72832  12.06055
C  -20.20528  3.83951  11.60088
C  -19.55280  5.03671  11.41638
N  -18.20344  5.18630  11.54323
H  -17.46380  2.17359  12.77314
H  -19.89182  1.74763  12.33292
H  -21.23855  3.70145  11.37021
H  -20.11168  5.91531  11.12484
Se  -17.39801  1.39368  4.63975
Sb  -17.17601  -1.15262  5.41357
Se  -19.62024  1.76513  5.09946
Se  -19.32253  0.17624  6.69547
Se  -15.55193  6.71276  6.13796
Br  -13.30049  4.24614  8.25344
C  -12.92914  5.85082  9.31222
C  -12.58189  5.58868  10.67227
C  -12.74664  6.63986  11.56909
C  -13.05249  7.89852  10.99087
C  -13.24084  8.05444  9.62045
N  -13.25391  6.97789  8.78988
H  -12.20350  4.61580  10.99203
H  -12.71214  6.50999  12.66419
H  -13.04611  8.78535  11.61422
H  -13.50158  9.01131  9.16910


Entry 2:
DFT (the ωB97M-V functional and the def2-TZVPD basis) results for a structure of composition C30H25BrHfN6O2 in a non-equilibrium geometry.

Values from the calculation:
Total charge: +2
LUMO level (eV): -7.733
Relative energy (zero: lowest compared OMol25 entry of this formula, charge and spin) (kcal/mol): 92.8
Orbital gap (eV): 6.1

Geometry (Å):
Hf  0.41554  0.85394  0.33659
C  2.37671  4.56073  0.42400
C  1.21227  3.62005  0.48772
O  1.36371  2.47227  -0.14326
C  0.04310  4.02287  1.09684
C  -1.20956  3.37569  0.87049
C  -2.46125  4.16593  0.73671
N  -1.18784  2.08230  0.62264
N  -2.25290  1.49961  -0.08515
C  -1.83002  0.79708  -1.09349
O  -0.52258  0.65290  -1.34880
C  -2.78490  0.06630  -1.93560
C  -2.30396  -0.77797  -2.93882
C  -3.18848  -1.52261  -3.70041
C  -4.55432  -1.41707  -3.47511
C  -5.03817  -0.55685  -2.49576
C  -4.16033  0.18015  -1.72215
H  3.30641  4.00619  0.30815
H  2.41916  5.20199  1.30129
H  2.26338  5.19644  -0.45742
H  0.02218  5.02159  1.50849
H  -2.35126  5.15715  1.16712
H  -3.29982  3.63937  1.19208
H  -2.69854  4.27095  -0.32518
H  -1.24026  -0.81273  -3.13706
H  -2.81623  -2.17251  -4.48139
H  -5.24365  -2.00196  -4.06929
H  -6.10441  -0.45488  -2.34597
H  -4.52183  0.84775  -0.95160
Br  0.89514  -5.92537  -2.28546
C  1.31910  -4.17224  -1.77190
C  2.58949  -3.73712  -1.82496
C  2.99278  -2.41908  -1.38945
C  2.09264  -1.59551  -0.82489
C  0.65246  -2.00768  -0.71317
C  0.16218  -3.26665  -1.42463
N  2.23967  -0.42304  -0.07691
C  3.29715  0.05254  0.48746
C  3.10236  0.94478  1.62980
C  4.16726  1.52052  2.30111
C  3.92305  2.25707  3.45501
C  2.62239  2.37441  3.91399
C  1.60332  1.76670  3.19432
N  1.82226  1.06198  2.08218
H  3.36372  -4.40525  -2.17702
H  4.03385  -2.13925  -1.50329
H  0.07570  -1.18068  -1.13111
H  -0.33881  -3.02678  -2.36790
H  4.30563  -0.28633  0.26280
H  5.17495  1.38983  1.92893
H  4.73936  2.72186  3.99140
H  2.39547  2.92348  4.81658
H  0.57519  1.83028  3.53160
N  -0.07701  -5.04825  2.96094
C  -0.24568  -4.35720  2.05955
C  -0.46477  -3.48084  0.95117
C  -0.82936  -3.86841  -0.43627
C  -1.84241  -3.07702  0.42506
C  -1.88171  -1.61784  0.65108
N  -0.76314  -1.07153  0.98073
C  0.26195  -2.13940  0.80613
H  -1.16630  -4.87419  -0.64728
H  -2.74046  -3.62896  0.66627
H  -2.80301  -1.04769  0.63515
H  1.09346  -2.02180  1.49734


Entry 3:
DFT (the ωB97M-V functional and the def2-TZVPD basis) results for a structure of composition C30H25Cl2HgNOSb in a non-equilibrium geometry.

Values from the calculation:
Total charge: 0
LUMO level (spin up / spin down) (eV): -0.532 / -2.612
Multiplicity: 2
Orbital gap (spin up / spin down) (eV): 6.8 / 4.7

Geometry (Å):
Hg  0.91847  -1.18735  -0.04083
Cl  -3.74843  1.07879  -2.27190
C  -2.20259  1.75131  -2.60936
C  -2.08748  2.71198  -3.60133
C  -0.85794  3.26060  -3.90378
Cl  -0.75101  4.50626  -5.09135
C  0.31475  2.82675  -3.24170
C  1.60851  3.29217  -3.54794
C  2.68740  2.78714  -2.87002
C  2.46454  1.83132  -1.87494
N  1.26947  1.38859  -1.56066
C  0.19945  1.85375  -2.21149
C  -1.10266  1.31664  -1.79822
O  -1.22799  0.54701  -0.82759
H  -2.97007  3.01668  -4.14469
H  1.74108  4.03263  -4.32200
H  3.69057  3.10178  -3.11405
H  3.28680  1.42682  -1.30261
C  -0.15254  1.30053  6.00333
C  -1.21996  0.27882  5.75706
C  -1.90286  -0.23725  6.85359
C  -2.88886  -1.19262  6.70345
C  -3.21010  -1.65542  5.44024
C  -2.54058  -1.15065  4.34005
C  -1.55398  -0.18513  4.48435
Sb  -0.57312  0.46441  2.62365
C  -1.17535  2.56025  2.78636
C  -2.18995  2.86461  3.68258
C  -2.62859  4.16617  3.84679
C  -2.04719  5.17567  3.10067
C  -1.08228  4.86357  2.16136
C  -0.65265  3.55414  1.96457
C  0.29153  3.25194  0.84275
C  1.44708  0.52401  3.44076
C  2.13082  1.72705  3.46046
C  3.45095  1.79092  3.86842
C  4.09380  0.63624  4.27175
C  3.40242  -0.56110  4.29137
C  2.07795  -0.64070  3.87442
C  1.36136  -1.95636  3.92728
H  -0.38437  1.87844  6.89672
H  -0.04780  1.98380  5.16308
H  0.80689  0.80511  6.16401
H  -1.64683  0.12516  7.84008
H  -3.40499  -1.57111  7.57169
H  -3.97724  -2.40272  5.30915
H  -2.79172  -1.51348  3.35128
H  -2.64807  2.07302  4.26044
H  -3.42964  4.38283  4.53862
H  -2.36482  6.19986  3.23206
H  -0.66870  5.64545  1.54066
H  0.16734  3.98699  0.04830
H  0.08986  2.26210  0.44010
H  1.33596  3.27225  1.15246
H  1.61989  2.63264  3.16940
H  3.97037  2.73719  3.86410
H  5.12678  0.67125  4.58282
H  3.89967  -1.45700  4.63504
H  2.02362  -2.74022  4.29074
H  1.00041  -2.23877  2.93393
H  0.49930  -1.90009  4.59401


Entry 4:
DFT (the ωB97M-V functional and the def2-TZVPD basis) results for a structure of composition C30H25CoN4O4 in a non-equilibrium geometry.

Values from the calculation:
Total charge: +1
LUMO level (spin up / spin down) (eV): -3.790 / -3.688
Multiplicity: 2
Relative energy (zero: lowest compared OMol25 entry of this formula, charge and spin) (kcal/mol): 89.8
Orbital gap (spin up / spin down) (eV): 7.5 / 7.6

Geometry (Å):
Co  -0.11290  -0.49050  -0.61540
C  -1.53020  -1.13480  -3.65330
C  -1.88700  0.21870  -3.14300
C  -2.48640  1.14900  -3.99470
C  -2.78590  2.41190  -3.52930
C  -2.49880  2.71270  -2.20850
C  -1.92460  1.73870  -1.40250
N  -1.62210  0.51070  -1.86950
C  -1.55170  2.01920  -0.01250
C  -1.92440  3.16440  0.68940
C  -1.44200  3.35280  1.97390
C  -0.60830  2.40410  2.53510
C  -0.28660  1.27300  1.78690
N  -0.76750  1.09800  0.55100
C  0.57330  0.19610  2.25260
C  1.43040  0.28460  3.29580
C  2.34600  -0.77620  3.59350
C  2.38640  -1.87330  2.82130
C  1.41690  -2.06940  1.73260
C  2.18960  -4.25610  0.71560
N  0.47290  -0.97530  1.46510
H  -1.72530  -1.20070  -4.71890
H  -2.12350  -1.88880  -3.13820
H  -0.46750  -1.31390  -3.48530
H  -2.68200  0.87430  -5.01800
H  -3.22420  3.15470  -4.17870
H  -2.69030  3.69490  -1.81280
H  -2.58660  3.89110  0.25120
H  -1.72090  4.22920  2.53540
H  -0.22430  2.52050  3.53230
H  1.49920  1.19910  3.86090
H  3.04570  -0.63040  4.40080
H  3.12800  -2.64160  2.97010
H  2.91920  -4.44300  1.49950
H  2.55430  -4.71710  -0.19890
H  1.25130  -4.72600  0.99430
C  -1.00650  -3.04930  1.46070
C  -0.02560  -2.19240  2.12690
C  1.98330  -2.75290  0.49300
C  1.15140  -2.56690  -0.74960
C  -0.17330  -2.85690  -0.89340
C  -1.09190  -3.29230  0.14530
H  -1.74020  -3.47840  2.12760
H  -0.21340  -2.05610  3.19050
H  2.95890  -2.28640  0.31120
H  1.73970  -2.43930  -1.65220
H  -0.53430  -3.02900  -1.90090
H  -1.92270  -3.88650  -0.20800
O  0.73460  1.07310  -3.73960
C  1.23770  1.12290  -2.63210
O  1.21700  0.17750  -1.76110
C  1.96660  2.37090  -2.18870
C  2.36070  3.30810  -3.13890
C  2.97920  4.48260  -2.74410
C  3.18850  4.73950  -1.39870
C  2.76760  3.80770  -0.45610
C  2.16960  2.61630  -0.84070
N  2.90890  4.08180  0.94970
O  3.58880  5.02140  1.28620
O  2.30690  3.34950  1.71730
H  2.17040  3.09380  -4.18020
H  3.28660  5.20800  -3.48080
H  3.66380  5.64970  -1.07010
H  1.87320  1.89550  -0.09270